Computed, not measured: 2 unconnected molecules or ions with the total composition CH8N3 in a non-equilibrium geometry, with ωB97M-V/def2-TZVPD.

## Properties
lowest unoccupied orbital energy	-3.601	eV
E	-5631.3037	eV
HOMO-LUMO gap	0.421	Ha
energy above the lowest of the compared OMol25 structures with the same formula, charge and spin	34.38	kJ/mol
charge	+1

```
12
CH8N3 (ωB97M-V/def2-TZVPD)
N -1.81 0.24 -0.92
H -2.59 -0.21 -0.47
H -0.73 -0.03 0.74
H -2.07 1.16 -1.24
H -1.54 -0.27 -1.76
N 1.66 -0.16 -0.45
C 1.31 -0.21 0.82
N 0.11 -0.22 1.31
H 0.96 -0.36 -1.15
H 2.51 0.30 -0.73
H 2.12 -0.04 1.53
H 0.06 -0.20 2.31
```

---

Computed, not measured: CH8N4S2 in the gas phase in a non-equilibrium geometry, with ωB97M-V/def2-TZVPD.

## Properties
lowest unoccupied orbital energy	0.155	eV
structure (SMILES)	CN(N)SSNN
E	-28794.0202	eV
HOMO-LUMO gap	0.305	Ha

```
15
CH8N4S2 (ωB97M-V/def2-TZVPD)
C -1.91 0.65 -0.86
N 1.81 -1.21 -0.12
N -1.12 -0.61 0.97
N 2.52 0.06 0.20
N -1.32 0.75 0.41
S 1.79 1.35 -0.53
S -0.12 1.86 0.84
H -1.42 -0.08 -1.51
H -2.91 0.24 -0.52
H -2.09 1.51 -1.46
H 1.20 -1.07 -0.99
H 2.41 -2.03 -0.16
H -0.24 -0.92 0.63
H -1.39 -0.47 1.98
H 2.79 -0.02 1.13
```

---

Computed, not measured: 3 unconnected molecules or ions with the total composition CH8N5 in a non-equilibrium geometry, with ωB97M-V/def2-TZVPD.

## Properties
lowest unoccupied orbital energy (spin up / spin down)	-5.478 / -5.478	eV
E	-8604.7336	eV
HOMO-LUMO gap (spin up / spin down)	0.305 / 0.305	Ha
energy above the lowest of the compared OMol25 structures with the same formula, charge and spin	651.38	kJ/mol
charge	+1

```
14
CH8N5 (ωB97M-V/def2-TZVPD)
C -0.04 -0.23 -0.73
N 1.12 0.08 -0.38
N 2.32 0.07 -0.43
N -0.74 -1.98 -0.08
N 3.18 0.34 0.54
N -2.41 1.06 0.22
H -0.88 0.38 -0.72
H -0.42 -2.78 -0.63
H -1.67 -1.86 -0.36
H 3.13 0.94 1.39
H 4.15 0.24 0.14
H -3.07 0.32 0.47
H -2.55 1.80 -0.47
H -2.13 1.63 1.03
```

---

Computed, not measured: 3 unconnected molecules or ions with the total composition CH8N5S in a non-equilibrium geometry, with ωB97M-V/def2-TZVPD.

## Properties
lowest unoccupied orbital energy	-3.881	eV
E	-19443.8682	eV
HOMO-LUMO gap	0.338	Ha
energy above the lowest of the compared OMol25 structures with the same formula, charge and spin	114.90	kJ/mol
charge	+1

```
15
CH8N5S (ωB97M-V/def2-TZVPD)
C 0.68 1.36 -2.39
N -0.56 1.57 1.50
N 1.12 -2.19 -0.66
N -0.23 -0.61 0.20
N 1.76 0.72 -2.34
N 0.83 -1.30 0.13
S -0.71 1.97 -2.10
H 0.18 2.17 1.14
H -1.51 1.93 1.35
H 2.04 -2.45 -0.63
H 0.48 -2.71 -1.19
H -1.11 -0.83 -0.26
H -0.38 0.11 0.98
H 2.48 0.69 -3.03
H -0.34 1.60 2.52
```

---

Computed, not measured: 2 unconnected molecules or ions with the total composition CH8NO in a non-equilibrium geometry, with ωB97M-V/def2-TZVPD.

## Properties
lowest unoccupied orbital energy	-3.801	eV
E	-4697.0027	eV
HOMO-LUMO gap	0.446	Ha
energy above the lowest of the compared OMol25 structures with the same formula, charge and spin	100.51	kJ/mol
charge	+1

```
11
CH8NO (ωB97M-V/def2-TZVPD)
N 1.00 1.43 0.29
H 0.63 2.38 0.37
H 0.15 0.73 0.24
H 1.72 1.30 1.05
H 1.44 1.28 -0.68
C -0.65 -1.58 -0.18
O -0.84 -0.12 -0.34
H 0.22 -1.58 0.60
H -0.36 -1.79 -1.24
H -1.49 -2.13 0.30
H -1.81 0.08 -0.40
```

---

Computed, not measured: 3 unconnected molecules or ions with the total composition CH8NO2 in a non-equilibrium geometry, with ωB97M-V/def2-TZVPD.

## Properties
lowest unoccupied orbital energy	-5.486	eV
E	-6744.0378	eV
HOMO-LUMO gap	0.388	Ha
energy above the lowest of the compared OMol25 structures with the same formula, charge and spin	124.40	kJ/mol
charge	+1

```
12
CH8NO2 (ωB97M-V/def2-TZVPD)
C 0.88 -1.37 0.55
N 0.86 -0.10 0.54
H 0.87 -1.96 -0.44
H 1.04 -1.92 1.50
H 0.20 0.22 1.25
H 0.71 0.42 -0.34
H -0.89 2.09 1.74
H -2.28 1.46 1.87
O -1.37 1.19 1.67
H 0.45 -0.52 -3.10
H -0.61 0.47 -2.81
O 0.12 0.03 -2.43
```

---

Computed, not measured: 3 unconnected molecules or ions with the total composition CH8NO2 in a non-equilibrium geometry, with ωB97M-V/def2-TZVPD.

## Properties
lowest unoccupied orbital energy	-4.978	eV
E	-6744.7016	eV
HOMO-LUMO gap	0.394	Ha
energy above the lowest of the compared OMol25 structures with the same formula, charge and spin	60.36	kJ/mol
charge	+1

```
12
CH8NO2 (ωB97M-V/def2-TZVPD)
C 1.13 0.63 -1.03
N 0.16 -0.16 -0.81
H 1.19 1.29 -1.87
H 1.97 0.76 -0.33
H 0.21 -0.93 -0.14
H -0.67 -0.20 -1.38
H -2.16 -2.01 0.62
H -1.98 -2.76 -0.69
O -1.59 -2.08 -0.14
H 1.11 1.82 2.51
H -0.15 1.95 1.65
O 0.78 1.70 1.62
```

---

Computed, not measured: 3 unconnected molecules or ions with the total composition CH8NO3 in a non-equilibrium geometry, with ωB97M-V/def2-TZVPD.

## Properties
lowest unoccupied orbital energy (spin up / spin down)	0.703 / -2.907	eV
E	-8796.6680	eV
HOMO-LUMO gap (spin up / spin down)	0.422 / 0.284	Ha
energy above the lowest of the compared OMol25 structures with the same formula, charge and spin	31.24	kJ/mol
multiplicity	2

```
13
CH8NO3 (ωB97M-V/def2-TZVPD)
N -0.68 -1.36 -0.70
C -0.29 -0.09 -1.26
O -0.24 0.77 -0.18
H -0.16 -1.58 0.14
H -1.68 -1.37 -0.51
H 0.67 -0.16 -1.77
H -0.96 0.28 -2.05
H -1.62 -0.21 1.98
H -0.63 0.66 1.29
O -0.96 0.46 2.19
H 2.95 1.12 0.32
H 1.37 0.98 0.23
O 2.22 0.50 0.32
```